1.
77
Properties=species:S:1:pos:R:3 method="wB97M-V/def2-TZVPD" homo_lumo_gap_ha="0.101 / 0.310" charge=-3 multiplicity=4
Ti -0.4878 -0.2182 2.7875
C -0.3084 -1.3160 -7.2955
C 0.6996 -1.4188 -6.1563
C 0.1465 -0.6677 -4.9502
C 0.9691 -0.8378 -3.6680
N 0.3456 -0.2006 -2.4553
C -0.8943 -0.9466 -2.0350
C -0.3992 -2.1922 -1.2969
C 0.8889 -1.6965 -0.6071
C 1.2667 -0.3812 -1.2677
C -0.0183 1.2578 -2.6590
C 1.1677 2.0782 -3.1274
C 0.7692 3.5515 -3.2756
H -1.2555 -1.7927 -7.0372
H 0.0810 -1.8699 -8.1602
H -0.4963 -0.3131 -7.6820
H 1.6933 -1.0438 -6.4096
H 0.8602 -2.4647 -5.8762
H -0.8648 -0.9815 -4.6905
H 0.1165 0.3967 -5.2059
H 1.9846 -0.4639 -3.7893
H 1.0466 -1.9049 -3.4546
H -1.4541 -0.3257 -1.3354
H -1.5656 -1.1994 -2.8530
H -1.1813 -2.4478 -0.5838
H -0.1863 -3.0337 -1.9548
H 0.6256 -1.4675 0.4141
H 1.6575 -2.4622 -0.6196
H 1.1230 0.4960 -0.6405
H 2.3135 -0.3611 -1.5672
H -0.4882 1.6098 -1.7382
H -0.8667 1.2127 -3.3451
H 1.2955 1.7846 -4.1746
H 2.0777 1.9876 -2.5440
H 0.4636 4.0428 -2.3448
H -0.0521 3.7094 -3.9735
H 1.6593 4.1211 -3.5517
C -0.5547 -1.3626 7.6428
F -1.8099 -1.8127 7.5898
F -0.2917 -0.8700 8.8507
F 0.2386 -2.4258 7.4714
S -0.2699 -0.0192 6.3384
O 1.1058 0.3914 6.5086
O -0.5778 -0.7596 5.0844
O -1.2401 0.9894 6.7645
C -1.0379 4.2003 1.9685
F 0.1083 4.1563 1.3122
F -1.4290 5.4679 2.0139
F -1.9457 3.5072 1.2524
S -0.9242 3.4776 3.7093
O 0.2410 4.1552 4.2471
O -2.1942 3.8827 4.2844
O -0.7895 2.0238 3.5844
C 0.3808 -4.4950 2.2969
F 0.4581 -4.3525 0.9620
F -0.8785 -4.2768 2.6629
F 0.7736 -5.7302 2.5906
S 1.5313 -3.2518 3.1501
O 1.4936 -3.6238 4.5495
O 2.7987 -3.4583 2.4806
O 0.9535 -1.9279 2.8079
C -4.3960 -0.0166 0.4340
F -5.6950 0.0825 0.7002
F -4.2430 -0.9098 -0.5903
F -3.9124 1.1427 0.0096
S -3.4728 -0.7424 1.9090
O -3.2936 0.3138 2.8686
O -4.2676 -1.8641 2.3213
O -2.1522 -1.1389 1.3656
C 2.8419 2.5854 0.6959
F 1.8109 2.5884 -0.1475
F 3.9817 2.5465 0.0142
F 2.8225 3.7524 1.3124
S 2.7979 1.1042 1.8808
O 3.3537 1.5433 3.1343
O 1.3694 0.7985 1.9151
O 3.5824 0.0877 1.1774

2.
59
Properties=species:S:1:pos:R:3 method="wB97M-V/def2-TZVPD" homo_lumo_gap_ha="0.205 / 0.134" charge=-1 relative_energy_kcal_mol=77.1 multiplicity=2
Ti 0.4044 -0.7823 0.1006
C 1.3140 -0.8327 2.4183
C 2.6024 -0.7810 1.5561
C 2.3901 -1.9212 0.5683
C 1.3352 -2.7333 0.9722
C 0.5366 -2.0187 1.8989
C -0.6581 -2.5709 2.6125
C 0.9344 -4.0492 0.3759
C 3.4166 -2.2215 -0.4805
C 3.9873 -0.5445 2.0831
C 1.2358 -0.5277 3.8864
H -1.3511 -1.7759 2.8916
H -0.3751 -3.1034 3.5261
H -1.1994 -3.2627 1.9671
H -0.1018 -4.0275 0.0377
H 1.0289 -4.8355 1.1295
H 1.5634 -4.3160 -0.4711
H 3.0457 -2.9356 -1.2149
H 4.3307 -2.6291 -0.0382
H 3.6936 -1.3131 -1.0196
H 3.9596 0.2149 2.8640
H 4.6373 -0.1628 1.2927
H 4.4232 -1.4665 2.4772
H 0.2225 -0.2325 4.1648
H 1.8880 0.3126 4.1230
H 1.5167 -1.3996 4.4837
F -5.2645 -0.5162 0.4169
C -5.3645 -0.5072 -0.9388
F -6.6651 -0.7815 -1.2223
F -5.1494 0.7723 -1.3287
S -2.1481 -0.7560 -0.8101
O -1.4524 0.1807 0.2132
O -1.2383 -1.9939 -0.6401
N -1.7352 -0.1689 -2.2986
S -0.3404 -0.3993 -2.8976
O -0.0900 0.3490 -4.0843
O 0.7782 -0.3900 -1.8949
C -0.2279 -2.1849 -3.4898
F -1.4398 -2.6950 -3.6815
F 0.4380 -2.9698 -2.6359
F 0.4307 -2.2191 -4.6521
S 1.8289 1.9849 1.8449
C 1.6201 0.3515 1.4592
C 0.2979 5.2782 0.4011
O -0.3027 4.7698 -0.7828
P -0.5999 3.1423 -0.8450
O -0.2391 2.8656 -2.3870
C -0.9853 3.3946 -3.4825
O -2.2294 3.1724 -1.0035
C -2.9908 3.1195 0.1986
H -0.4015 5.9473 0.9079
H 1.1938 5.8405 0.1326
H 0.5821 4.4730 1.0834
H -0.4592 3.0981 -4.3860
H -1.0420 4.4826 -3.4162
H -1.9892 2.9718 -3.4912
H -3.1352 4.1260 0.6024
H -2.5021 2.4921 0.9469
H -3.9588 2.6855 -0.0435

3.
55
Properties=species:S:1:pos:R:3 method="wB97M-V/def2-TZVPD" homo_lumo_gap_ha="0.319 / 0.315" charge=-1 multiplicity=2
Fe -0.3338 -0.5297 0.4507
O 0.5994 -5.4025 -2.9172
C 0.3474 -4.2486 -2.2543
C -0.7518 -3.4509 -2.5455
C -0.9476 -2.2947 -1.8194
N -0.0999 -1.9327 -0.8636
C 0.9665 -2.6897 -0.5835
C 1.2335 -3.8591 -1.2553
C 1.8453 -2.1388 0.5233
O 2.8962 -2.6918 0.7816
O 1.3799 -1.0551 1.0529
C -2.0977 -1.3336 -2.0944
O -2.8016 -1.5545 -3.0779
O -2.1668 -0.3848 -1.2587
H -0.0949 -5.5524 -3.5688
H -1.4670 -3.6892 -3.3231
H 2.1059 -4.4391 -0.9936
O -2.4355 1.7535 1.9905
S -1.8396 0.5643 2.5905
O -2.2188 0.3300 3.9518
O -0.2889 1.2321 -0.2870
O -0.4248 0.4427 2.3064
C 0.0163 4.1507 0.3841
C -1.4534 4.0446 -0.0028
C -1.8921 5.1919 -0.9093
Sb -1.8282 2.1104 -0.8822
C -3.9266 1.6951 -0.5484
C -4.6410 1.2950 -1.8330
C -4.6152 2.8700 0.1311
C -1.3229 2.4660 -2.9486
C -0.7502 1.2223 -3.6152
C -2.4430 3.0930 -3.7741
H 0.1989 5.1060 0.8875
H 0.6649 4.1081 -0.4955
H 0.3039 3.3354 1.0452
H -2.0574 4.0385 0.9048
H -1.3306 5.2002 -1.8470
H -1.7091 6.1517 -0.4155
H -2.9550 5.1462 -1.1545
H -3.8633 0.8461 0.1283
H -4.8314 2.1638 -2.4665
H -5.6125 0.8638 -1.5723
H -4.0927 0.5410 -2.3952
H -4.6619 3.7460 -0.5220
H -4.1277 3.1351 1.0650
H -5.6466 2.5850 0.3606
H -0.5151 3.1970 -2.8303
H -1.5331 0.4903 -3.8169
H 0.0089 0.7536 -2.9871
H -0.2900 1.4959 -4.5704
H -3.2021 2.3508 -4.0171
H -2.0416 3.4770 -4.7174
H -2.9333 3.9221 -3.2611
O -1.4597 -1.6230 1.4243
O -2.4590 -0.6204 1.6376

4.
46
Properties=species:S:1:pos:R:3 method="wB97M-V/def2-TZVPD" homo_lumo_gap_ha=0.307 charge=0 relative_energy_kcal_mol=385.1 multiplicity=1
C -2.3172 -3.8782 -0.4660
H -1.3145 -4.4267 -0.2701
H -2.4361 -3.9410 -1.6345
H -3.1635 -4.2454 0.0183
O -2.0791 -2.6814 -0.4512
C -3.0938 -1.7285 -0.6498
O -4.1315 -2.0835 -1.1173
C -2.6944 -0.1800 -0.4606
N -1.4044 -0.0734 0.1243
C -1.1411 -0.1477 1.5626
O -2.1624 0.2047 2.3772
N 0.0068 -0.1073 1.9198
C 1.3374 -0.4279 1.1971
C 2.3575 -0.9884 1.8014
C 3.5343 -1.1449 0.9689
C 3.7039 -0.3912 0.0889
C 2.7945 0.3234 -0.4154
C 1.5099 0.5005 0.2743
H 0.9030 1.3645 -0.2030
H 2.8818 1.1659 -1.2112
C 5.0507 -0.4342 -0.8492
C 4.7877 -0.7884 -2.0516
H 4.3854 -1.7272 -2.1835
H 5.8077 -0.9426 -2.5234
H 4.3164 0.0115 -3.0072
C 5.8994 0.9430 -0.7140
H 5.9617 1.0511 0.3262
H 6.8308 1.0072 -1.2065
H 5.1629 1.6479 -1.1116
H 5.7583 -1.2092 -0.1779
H 4.3339 -1.6714 1.4147
H 2.1461 -1.7063 2.5194
H 0.2022 -0.3392 3.0358
H -0.6060 -0.5325 -0.3803
H -3.4037 0.0378 0.4590
C -2.8176 0.8944 -1.5331
C -2.9035 2.1842 -1.4226
H -3.6618 2.4007 -0.2035
H -3.2205 2.7748 -2.1336
S -1.4496 3.0066 -0.5934
C -1.6345 3.1671 1.2075
H -2.6197 4.0863 1.3300
H -2.1373 2.3005 1.5870
H -0.8458 3.4710 1.5207
H -2.1427 0.5740 -2.3399
H -3.6354 0.3278 -2.0669

5.
47
Properties=species:S:1:pos:R:3 method="wB97M-V/def2-TZVPD" homo_lumo_gap_ha=0.347 charge=0 relative_energy_kcal_mol=8.0 smiles="CSCC[C@H](NS(=O)(=O)c1ccc(C)cc1)C(=O)N1CCCC1" multiplicity=1
C 0.6471 3.4486 -3.9388
S 1.5044 3.3450 -2.3442
C 0.1138 3.6051 -1.1926
C -0.9845 2.5590 -1.2894
C -0.4792 1.1369 -1.0301
N -1.5326 0.1937 -1.3518
S -1.0901 -1.4177 -1.3015
O -2.1385 -2.1442 -1.9515
O 0.2425 -1.4984 -1.8321
C -1.0598 -1.8955 0.4210
C -2.2101 -1.7761 1.1762
C -2.1803 -2.1281 2.5117
C -1.0103 -2.6090 3.0946
C -0.9915 -2.9667 4.5484
C 0.1274 -2.7426 2.3083
C 0.1059 -2.3836 0.9705
C -0.1028 0.9821 0.4464
O -0.9763 1.0568 1.3032
N 1.1774 0.7533 0.7502
C 2.2836 0.5348 -0.1708
C 3.4959 0.3458 0.7415
C 2.8913 -0.2243 2.0224
C 1.5779 0.5383 2.1325
H 1.4185 3.5148 -4.6987
H 0.0296 4.3422 -3.9566
H 0.0499 2.5555 -4.0968
H -0.2884 4.6001 -1.3891
H 0.5693 3.5976 -0.2027
H -1.4556 2.5858 -2.2733
H -1.7472 2.7919 -0.5409
H 0.3504 0.8895 -1.6918
H -2.3672 0.3511 -0.8039
H -3.1162 -1.4168 0.7142
H -3.0705 -2.0275 3.1144
H -0.0454 -3.4221 4.8285
H -1.7976 -3.6605 4.7799
H -1.1396 -2.0732 5.1539
H 1.0360 -3.1297 2.7473
H 0.9751 -2.4793 0.3390
H 2.4159 1.3904 -0.8368
H 2.0909 -0.3574 -0.7765
H 4.2406 -0.3102 0.2969
H 3.9613 1.3104 0.9473
H 3.5283 -0.0766 2.8918
H 2.6966 -1.2896 1.9040
H 0.7910 -0.0038 2.6604
H 1.7206 1.5070 2.6253